Record 1
C9H12ClNO2S | ωB97M-V/def2-TZVPD

As for the energy relative to the best compared isomer or geometry (same formula, charge and spin): 496.4 kJ/mol. For the frontier orbital gap, the calculation gives 0.2623 Ha. The value obtained for the total energy is -38463.21186 eV. As for the molar mass: 233.72 g/mol.

```
26
Properties=species:S:1:pos:R:3:lowdin_charge:R:1
C -1.542 -2.911 0.280 -0.43
C 0.384 -1.517 -0.076 -0.51
C -1.603 -0.244 0.433 -0.41
C -4.428 1.070 -0.451 -0.47
C -1.658 -4.278 0.661 -0.20
C 0.037 1.138 -1.985 -0.05
C 1.801 0.759 -0.290 -0.07
C -0.071 2.146 0.388 -0.04
C 0.285 0.952 -0.523 -0.54
N -0.320 -0.357 -0.080 -0.24
O -5.196 0.329 -0.851 0.21
O -3.634 1.846 -0.147 0.18
S -2.333 -1.633 0.923 0.97
Cl 1.296 -1.953 -1.412 0.71
H -2.040 -4.868 -0.171 0.08
H -0.686 -4.626 1.061 0.11
H -2.374 -4.529 1.400 0.05
H -1.028 1.080 -2.253 0.09
H 0.459 2.082 -2.373 0.10
H 0.561 0.403 -2.653 0.07
H 2.254 0.220 -1.051 0.01
H 2.148 1.732 -0.099 0.07
H 1.851 0.197 0.645 0.09
H 0.552 3.017 0.198 0.09
H -1.046 2.594 0.173 0.08
H -0.010 2.120 1.401 0.05
```

---

Record 2
C9H12ClNSSi | ωB97M-V/def2-TZVPD

For the frontier orbital gap, the calculation gives 0.3491 Ha. The value obtained for the total energy is -42254.87015 eV. As for the molar mass: 229.81 g/mol. The structure (SMILES) is C[Si@@]1(c2ccc(Cl)cc2)NCCS1.

```
25
Properties=species:S:1:pos:R:3:lowdin_charge:R:1
C -2.453 -0.692 0.605 -0.19
Si -0.631 -0.732 0.049 0.38
C 0.001 0.997 -0.159 -0.29
C 0.576 1.404 -1.355 -0.09
C 1.096 2.693 -1.504 -0.09
C 0.950 3.638 -0.498 -0.65
Cl 1.715 5.216 -0.585 0.65
C 0.270 3.251 0.641 -0.12
C -0.191 1.966 0.818 -0.09
N 0.536 -1.536 1.166 -0.12
C 1.131 -2.728 0.547 -0.33
C 0.349 -3.268 -0.690 -0.59
S -0.420 -2.022 -1.710 0.67
H -2.953 0.127 0.072 0.03
H -2.424 -0.468 1.675 0.02
H -3.060 -1.597 0.444 0.03
H 0.657 0.646 -2.118 0.07
H 1.590 3.003 -2.426 0.11
H 0.011 3.970 1.374 0.09
H -0.779 1.715 1.697 0.11
H 0.186 -1.706 2.113 0.08
H 2.163 -2.518 0.239 0.10
H 1.165 -3.570 1.257 0.11
H 0.991 -3.864 -1.311 0.05
H -0.477 -3.925 -0.340 0.07
```

---

Record 3
C9H12FI | ωB97M-V/def2-TZVPD

As for the energy relative to the best compared isomer or geometry (same formula, charge and spin): 0.0 kJ/mol. For the frontier orbital gap, the calculation gives 0.3272 Ha. The value obtained for the total energy is -20341.61490 eV. As for the molar mass: 266.10 g/mol. The structure (SMILES) is C=C[C@@H](C)CCC=C=C(F)I.

```
23
Properties=species:S:1:pos:R:3:lowdin_charge:R:1
C 0.364 -1.238 1.713 -0.01
C 0.256 -1.646 0.458 -0.13
C -0.576 -0.938 -0.636 -0.34
C -2.038 -0.817 -0.386 -0.10
C 0.152 0.517 -0.918 -0.15
C -0.100 1.508 0.171 -0.18
C 1.183 1.765 0.975 -0.08
C 2.129 0.937 1.002 -0.15
C 3.099 0.043 0.898 -0.65
F 3.343 -1.020 1.838 -0.11
I 4.797 0.229 -0.467 0.77
H 0.089 -0.310 2.149 0.05
H 1.064 -1.861 2.402 0.10
H 0.673 -2.563 0.155 0.09
H -0.469 -1.450 -1.617 0.13
H -2.402 -0.526 0.568 0.06
H -2.485 -1.786 -0.603 0.08
H -2.435 -0.105 -1.136 0.09
H -0.230 0.848 -1.900 0.11
H 1.253 0.317 -1.020 0.10
H -0.943 1.138 0.679 0.08
H -0.229 2.548 -0.188 0.12
H 1.231 2.635 1.595 0.12
```

---

Record 4
C9H12I2 | ωB97M-V/def2-TZVPD

As for the energy relative to the best compared isomer or geometry (same formula, charge and spin): 36.7 kJ/mol. For the frontier orbital gap, the calculation gives 0.3103 Ha. The value obtained for the total energy is -25726.51269 eV. As for the molar mass: 374.00 g/mol. The structure (SMILES) is C=C[C@@]1(I)CCC(=C)[C@@]1(C)I.

```
23
Properties=species:S:1:pos:R:3:lowdin_charge:R:1
C 1.269 -0.081 2.916 0.01
C 0.983 -0.749 1.846 -0.30
C -0.074 -0.227 0.868 -0.80
I -1.707 -1.655 1.177 0.98
C -0.423 1.191 1.073 -0.25
C -1.104 1.585 -0.234 -0.15
C -0.637 0.504 -1.205 -0.45
C -1.279 0.361 -2.346 0.07
C 0.359 -0.368 -0.588 -0.78
C 0.429 -1.730 -1.239 -0.19
I 2.371 0.678 -0.935 0.83
H 1.882 -0.354 3.749 0.06
H 0.596 0.854 3.091 0.10
H 1.469 -1.653 1.595 0.08
H 0.574 1.815 1.061 0.13
H -1.037 1.387 1.820 0.06
H -0.786 2.587 -0.670 0.15
H -2.128 1.573 -0.217 0.08
H -0.791 -0.243 -3.133 0.08
H -2.028 1.085 -2.505 0.06
H 1.123 -2.368 -0.561 0.10
H 0.828 -1.602 -2.354 0.11
H -0.495 -2.309 -1.190 0.01
```

---

Record 5
C9H12IN4O7P | ωB97M-V/def2-TZVPD

For the frontier orbital gap, the calculation gives 0.3009 Ha. The value obtained for the total energy is -47208.73081 eV. As for the molar mass: 446.09 g/mol. The structure (SMILES) is Cc1nnc(P(O)I)nn1.O=C1OCCO1.O=C1OCCO1.

```
34
Properties=species:S:1:pos:R:3:lowdin_charge:R:1
C 7.742 3.063 2.165 -0.03
C 6.288 3.213 1.831 -0.37
N 5.848 4.420 1.475 0.10
N 4.566 4.536 1.184 0.04
C 3.824 3.440 1.251 -0.59
P 2.044 3.721 0.819 0.48
O 1.566 3.791 2.388 -0.40
I 1.387 1.480 0.121 0.49
N 4.260 2.226 1.592 0.03
N 5.529 2.110 1.903 0.10
H 7.861 2.656 3.164 0.08
H 8.244 4.021 2.073 0.08
H 8.189 2.378 1.446 0.08
H 0.710 4.226 2.413 0.03
O 0.021 -1.318 -1.584 0.12
C -0.792 -1.413 -0.725 -0.62
O -0.511 -1.586 0.586 0.02
C -1.718 -1.413 1.340 -0.11
C -2.781 -1.719 0.305 -0.11
O -2.130 -1.349 -0.919 0.05
H -1.731 -2.090 2.189 0.13
H -1.762 -0.383 1.696 0.13
H -3.036 -2.778 0.262 0.13
H -3.691 -1.140 0.436 0.14
O -5.571 -3.465 -0.168 0.15
C -5.328 -3.268 -1.313 -0.59
O -4.795 -4.180 -2.156 0.06
C -4.831 -3.646 -3.484 -0.11
C -4.873 -2.152 -3.225 -0.11
O -5.516 -2.088 -1.945 0.06
H -3.954 -3.966 -4.039 0.13
H -5.730 -4.010 -3.984 0.13
H -3.877 -1.715 -3.137 0.13
H -5.449 -1.599 -3.961 0.13
```

---

Record 6
C9H12N2O2 | ωB97M-V/def2-TZVPD

As for the energy relative to the best compared isomer or geometry (same formula, charge and spin): 463.2 kJ/mol. For the frontier orbital gap, the calculation gives 0.3086 Ha. The value obtained for the total energy is -16597.51463 eV. As for the molar mass: 180.21 g/mol. The structure (SMILES) is CCCO/N=C/c1cccc[n+]1[O-].

```
25
Properties=species:S:1:pos:R:3:lowdin_charge:R:1
C 3.608 2.455 2.015 -0.12
C 2.405 1.628 2.370 -0.24
C 2.294 0.332 1.491 -0.14
O 1.589 0.695 0.207 -0.18
N 0.298 0.168 0.147 0.02
C 0.002 -0.557 -0.895 -0.04
C -1.387 -0.960 -1.223 -0.12
C -2.538 -0.319 -0.631 0.00
C -3.854 -0.736 -0.932 -0.08
C -4.002 -1.648 -2.002 -0.03
C -2.822 -2.251 -2.544 -0.01
N -1.567 -1.975 -2.117 -0.26
O -0.693 -2.594 -2.688 -0.03
H 3.282 3.312 1.508 0.04
H 4.371 2.807 2.804 0.10
H 4.213 1.838 1.327 0.07
H 2.513 1.281 3.406 0.11
H 1.536 2.189 2.154 0.09
H 3.320 -0.083 1.320 0.12
H 1.572 -0.349 1.992 0.11
H 0.851 -0.893 -1.510 0.13
H -2.416 0.565 0.008 0.11
H -4.678 -0.165 -0.448 0.11
H -4.989 -1.770 -2.363 0.09
H -2.908 -2.971 -3.396 0.15
```

---

Record 7
C9H12N2O3S | ωB97M-V/def2-TZVPD

As for the energy relative to the best compared isomer or geometry (same formula, charge and spin): 564.8 kJ/mol. For the frontier orbital gap (alpha / beta), the calculation gives 0.2666 / 0.2422 Ha. The value obtained for the total energy is -29480.98368 eV. As for the molar mass: 228.27 g/mol.

```
27
Properties=species:S:1:pos:R:3:lowdin_charge:R:1
C 0.205 1.601 -0.505 -0.41
C 1.551 -2.090 1.441 0.02
C 0.591 -1.214 1.270 -0.20
C 3.734 1.318 -1.426 -0.49
C -0.164 -0.486 -1.740 0.08
C -1.001 2.180 0.243 -0.31
C -1.779 0.989 -0.359 -0.34
C -0.821 -1.579 0.863 -0.58
C -1.284 -3.026 0.781 -0.11
N -1.508 3.501 -0.101 0.05
N -0.563 0.600 -1.126 -0.10
O 3.643 2.024 -2.306 0.23
O 1.361 1.806 -0.596 0.13
O 3.860 0.545 -0.586 0.19
S -2.096 -0.403 1.002 0.91
H 2.501 -1.684 1.667 0.05
H 1.304 -3.139 1.482 0.06
H 0.872 -0.173 1.378 0.09
H 0.881 -0.555 -1.812 0.08
H -0.886 -1.170 -1.920 0.05
H -1.293 2.135 1.423 0.17
H -2.808 0.998 -0.880 0.13
H -0.695 -3.455 1.479 0.02
H -1.011 -3.435 -0.131 0.06
H -2.325 -3.227 0.848 0.07
H -1.274 3.777 -0.980 0.02
H -0.994 4.165 0.591 0.13
```

---

Record 8
C9H12N3 | ωB97M-V/def2-TZVPD

As for the total charge: +1. As for the energy relative to the best compared isomer or geometry (same formula, charge and spin): 245.8 kJ/mol. For the frontier orbital gap, the calculation gives 0.2452 Ha. The value obtained for the total energy is -13988.89658 eV. As for the molar mass: 162.22 g/mol. The structure (SMILES) is CC(=[NH2+])/C=C\C=C/n1ccnc1.

```
24
Properties=species:S:1:pos:R:3:lowdin_charge:R:1
C -0.875 0.687 1.634 0.01
C -1.197 1.017 0.263 -0.30
N -1.310 2.319 -0.132 0.23
C -1.502 0.102 -0.706 -0.06
C -1.493 -1.292 -0.765 0.06
C -0.646 -2.220 0.040 -0.05
C 0.612 -1.963 0.307 -0.05
N 1.307 -0.806 -0.126 -0.09
C 1.276 -0.188 -1.293 -0.09
C 2.022 0.988 -1.078 -0.15
N 2.460 1.032 0.160 0.06
C 2.132 -0.089 0.790 -0.08
H 0.113 1.034 2.037 0.12
H -1.650 0.953 2.333 0.11
H -0.969 -0.403 1.608 0.08
H -0.964 3.059 0.489 0.15
H -1.314 2.473 -1.154 0.15
H -2.050 0.536 -1.490 0.11
H -1.953 -1.722 -1.598 0.11
H -0.991 -3.294 0.206 0.15
H 1.286 -2.714 0.725 0.15
H 1.071 -0.806 -2.156 0.14
H 2.357 1.669 -1.870 0.12
H 2.278 -0.374 1.775 0.11
```

---

Record 9
C9H12N3 | ωB97M-V/def2-TZVPD

As for the total charge: +1. As for the energy relative to the best compared isomer or geometry (same formula, charge and spin): 349.4 kJ/mol. For the frontier orbital gap, the calculation gives 0.3342 Ha. The value obtained for the total energy is -13987.82344 eV. As for the molar mass: 162.22 g/mol.

```
24
Properties=species:S:1:pos:R:3:lowdin_charge:R:1
C -3.298 0.129 -0.174 -0.02
C -2.923 -1.151 0.370 -0.02
C -2.272 1.071 -0.338 -0.03
C -1.572 -1.551 0.445 0.04
C -0.957 0.762 -0.136 -0.26
C -0.616 -0.492 0.260 -0.14
C 0.132 1.709 -0.335 0.19
C 2.807 -0.617 -0.623 -0.18
C 0.867 -0.711 0.431 -0.24
N 1.491 -1.049 -0.830 0.04
N 2.734 0.683 0.102 0.04
N 1.543 0.641 0.691 -0.01
H -4.306 0.452 -0.187 0.10
H -3.839 -1.724 0.608 0.12
H -2.682 2.086 -0.503 0.14
H -1.339 -2.487 0.807 0.09
H 0.689 1.603 -1.253 0.11
H 0.102 2.633 0.208 0.11
H 3.408 -1.411 -0.229 0.13
H 3.306 -0.439 -1.490 0.10
H 1.045 -1.430 1.264 0.18
H 0.861 -0.576 -1.581 0.18
H 3.360 0.845 0.789 0.10
H 1.457 1.025 1.704 0.23
```

---

Record 10
C9H12N3O | ωB97M-V/def2-TZVPD

As for the total charge: +1. As for the energy relative to the best compared isomer or geometry (same formula, charge and spin): 365.5 kJ/mol. For the frontier orbital gap (alpha / beta), the calculation gives 0.2359 / 0.2228 Ha. The value obtained for the total energy is -16035.85534 eV. As for the molar mass: 178.22 g/mol. The structure (SMILES) is CC1=[N+]=C2CCC(O)=C2/C(=C/N)N1.

```
25
Properties=species:S:1:pos:R:3:lowdin_charge:R:1
C 2.621 -2.347 -0.015 0.02
C 1.393 -1.492 0.046 -0.34
N 0.190 -1.974 0.026 0.19
C -0.810 -1.074 -0.012 -0.15
C -2.217 -1.524 0.141 -0.07
C -3.059 -0.205 -0.016 -0.05
C -1.991 0.916 -0.150 -0.25
O -2.238 2.190 0.017 0.13
C -0.762 0.324 -0.045 -0.11
C 0.584 0.849 0.008 -0.02
C 1.012 2.457 0.057 -0.01
N 2.269 2.917 -0.096 0.10
N 1.628 -0.155 0.030 0.14
H 3.514 -1.885 -0.594 0.13
H 2.323 -3.224 -0.719 0.14
H 2.883 -2.570 0.925 0.04
H -2.591 -2.353 -0.619 0.18
H -2.426 -1.936 1.055 0.10
H -3.606 -0.123 0.909 0.12
H -3.552 -0.194 -0.995 0.13
H -3.019 2.382 -0.562 0.17
H 0.050 2.932 0.149 0.09
H 2.253 3.868 0.167 0.10
H 2.937 2.210 0.152 0.10
H 2.613 0.012 0.140 0.14
```